# 1
Computed, not measured: a structure of composition C56H126AsBF10N7 at a distorted geometry, with ωB97M-V/def2-TZVPD.

Last column: Mulliken charge in e.
Geometry (Å):
1 C -7.02 2.92 5.43  -1.2905
2 C -6.63 1.77 4.35  0.0219
3 C -5.78 0.65 5.01  -0.6911
4 N -5.22 -0.48 3.97  0.1431
5 C -6.40 -1.29 3.45  -0.7986
6 C -4.42 0.18 2.84  -0.6362
7 C -3.16 -0.68 2.65  1.6181
8 C -3.21 -1.85 3.69  -0.3912
9 C -4.15 -1.30 4.77  -0.7246
10 H -7.10 2.52 6.45  0.3521
11 H -7.90 3.51 5.19  0.3667
12 H -6.20 3.62 5.58  0.3781
13 H -6.03 2.35 3.66  -0.1032
14 H -7.55 1.37 3.93  0.4174
15 H -6.15 0.03 5.83  0.5539
16 H -4.93 1.25 5.31  0.2577
17 H -6.87 -1.77 4.32  0.3435
18 H -6.01 -2.06 2.78  0.3099
19 H -7.02 -0.50 3.03  0.3533
20 H -4.98 0.29 1.91  0.1554
21 H -4.06 1.11 3.28  0.2560
22 H -3.28 -1.15 1.68  -0.9440
23 H -2.28 -0.04 2.67  -0.1372
24 H -3.50 -2.75 3.15  -0.0030
25 H -2.24 -1.99 4.16  0.3943
26 H -4.86 -1.91 5.32  0.4952
27 H -3.65 -0.64 5.47  0.3271
28 C -2.69 9.07 -2.29  -1.3666
29 C -2.59 7.56 -2.21  -0.1659
30 C -3.75 7.03 -1.36  -0.6461
31 N -3.81 5.41 -1.32  0.2841
32 C -4.21 4.75 -2.67  -0.8570
33 C -4.71 4.97 -0.14  -1.0116
34 C -4.42 3.49 -0.01  -0.2595
35 C -2.91 3.38 -0.29  -0.0155
36 C -2.52 4.74 -0.88  -0.8800
37 H -2.59 9.45 -1.27  0.3625
38 H -3.59 9.44 -2.78  0.3602
39 H -1.81 9.47 -2.80  0.3905
40 H -1.63 7.20 -1.85  0.3047
41 H -2.65 7.15 -3.22  0.2951
42 H -4.75 7.19 -1.77  0.4073
43 H -3.68 7.35 -0.32  0.3545
44 H -4.10 3.67 -2.73  0.3358
45 H -3.72 5.26 -3.50  0.3312
46 H -5.26 4.96 -2.87  0.3562
47 H -5.75 5.19 -0.36  0.4685
48 H -4.49 5.40 0.84  0.3902
49 H -4.92 2.99 -0.84  0.3599
50 H -4.77 3.07 0.93  0.0320
51 H -2.84 2.52 -0.95  -0.1210
52 H -2.34 3.23 0.63  0.4153
53 H -1.81 4.66 -1.70  0.4442
54 H -2.05 5.33 -0.09  0.4279
55 C 2.33 -3.40 -2.89  -1.0043
56 C 2.66 -4.27 -1.67  0.5025
57 C 1.43 -4.31 -0.76  -0.6206
58 N 1.57 -5.10 0.55  0.6915
59 C 2.65 -4.44 1.40  -0.9271
60 C 1.85 -6.60 0.47  -0.7579
61 C 1.31 -7.23 1.75  -0.9663
62 C 0.19 -6.29 2.19  -0.6082
63 C 0.21 -5.13 1.23  -0.0696
64 H 3.15 -3.31 -3.60  0.3042
65 H 2.00 -2.43 -2.51  -0.0419
66 H 1.53 -3.91 -3.42  0.3751
67 H 3.46 -3.78 -1.12  -0.4315
68 H 2.98 -5.30 -1.82  0.4558
69 H 0.65 -4.80 -1.35  0.4399
70 H 1.08 -3.30 -0.54  0.0940
71 H 2.73 -4.88 2.39  0.4499
72 H 2.47 -3.38 1.53  0.1633
73 H 3.58 -4.68 0.88  0.3840
74 H 2.91 -6.76 0.29  0.4887
75 H 1.41 -6.92 -0.48  0.5182
76 H 2.06 -7.33 2.53  0.3416
77 H 0.90 -8.24 1.65  0.3727
78 H 0.39 -5.82 3.16  0.3567
79 H -0.82 -6.71 2.28  0.4195
80 H 0.20 -4.20 1.79  0.0456
81 H -0.56 -5.15 0.47  0.0451
82 C 10.26 0.61 -3.26  -1.4893
83 C 9.28 -0.52 -3.44  -0.2084
84 C 7.89 -0.16 -2.93  -0.9484
85 N 6.89 -1.34 -2.93  0.6783
86 C 6.78 -2.20 -4.28  -1.0848
87 C 7.23 -2.24 -1.73  -0.9862
88 C 6.09 -2.10 -0.74  -0.0168
89 C 5.43 -0.78 -1.10  -0.1896
90 C 5.50 -0.74 -2.60  -0.6038
91 H 9.95 1.39 -3.97  0.3908
92 H 11.23 0.31 -3.64  0.3962
93 H 10.46 1.04 -2.28  0.3692
94 H 9.67 -1.30 -2.79  0.3973
95 H 9.24 -0.96 -4.44  0.3827
96 H 7.56 0.63 -3.60  0.4296
97 H 7.77 0.23 -1.92  0.3461
98 H 7.74 -2.71 -4.38  0.4455
99 H 6.81 -1.44 -5.05  0.4089
100 H 5.94 -2.89 -4.26  0.3170
101 H 7.42 -3.27 -2.04  0.3927
102 H 8.20 -1.90 -1.36  0.3721
103 H 5.38 -2.90 -0.96  -0.3891
104 H 6.41 -2.20 0.30  0.5668
105 H 4.44 -0.76 -0.64  0.2843
106 H 5.96 0.05 -0.62  0.2577
107 H 4.77 -1.39 -3.07  -0.0458
108 H 5.34 0.18 -3.18  0.3833
109 C 3.04 6.75 -1.38  -1.4291
110 C 2.62 5.29 -1.37  -0.0040
111 C 2.65 4.63 -2.77  -0.6833
112 N 2.19 3.12 -2.67  0.3055
113 C 3.10 2.32 -1.64  -1.0784
114 C 2.29 2.33 -4.05  -0.8273
115 C 1.31 1.16 -3.98  -0.2508
116 C 0.17 1.70 -3.11  0.2104
117 C 0.62 3.00 -2.43  -0.7785
118 H 2.23 7.37 -1.76  0.3450
119 H 4.01 6.97 -1.83  0.3516
120 H 3.09 7.16 -0.37  0.4028
121 H 1.63 5.11 -0.96  0.2239
122 H 3.31 4.74 -0.73  0.2504
123 H 3.70 4.51 -3.05  0.4784
124 H 1.99 5.08 -3.52  0.4637
125 H 2.77 1.28 -1.68  -0.0130
126 H 2.79 2.63 -0.64  0.4618
127 H 4.15 2.49 -1.86  0.4135
128 H 3.28 2.03 -4.41  0.5630
129 H 1.83 2.97 -4.80  0.3382
130 H 1.78 0.35 -3.43  -0.4040
131 H 0.97 0.82 -4.96  0.6993
132 H -0.09 0.93 -2.37  -0.5558
133 H -0.81 1.84 -3.56  0.5942
134 H 0.49 2.88 -1.35  0.5975
135 H 0.19 3.95 -2.74  0.2278
136 C -7.14 -3.45 -3.57  -1.5133
137 C -5.64 -3.64 -3.31  0.3181
138 C -5.04 -2.23 -3.49  -0.8205
139 N -3.48 -2.19 -3.17  0.5876
140 C -2.97 -0.76 -3.52  -1.5766
141 C -3.31 -2.42 -1.63  -0.5973
142 C -1.90 -2.82 -1.46  1.3651
143 C -1.72 -3.87 -2.59  -0.0088
144 C -2.55 -3.31 -3.81  -0.7739
145 H -7.82 -4.21 -3.18  0.4018
146 H -7.46 -3.32 -4.60  0.3749
147 H -7.50 -2.56 -3.06  0.3568
148 H -5.17 -4.32 -4.03  0.2612
149 H -5.42 -4.16 -2.37  0.1945
150 H -5.51 -1.49 -2.85  0.3699
151 H -5.09 -1.80 -4.49  0.5119
152 H -3.53 -0.08 -2.87  0.4613
153 H -3.19 -0.54 -4.57  0.4686
154 H -1.91 -0.57 -3.35  0.5201
155 H -3.67 -1.55 -1.08  0.4874
156 H -3.87 -3.33 -1.44  -0.1642
157 H -1.15 -2.03 -1.50  -1.2332
158 H -1.67 -3.25 -0.48  -0.0320
159 H -0.67 -3.95 -2.89  -0.1319
160 H -2.22 -4.79 -2.31  0.3583
161 H -1.86 -2.81 -4.49  0.2827
162 H -3.26 -3.96 -4.31  0.3947
163 C 5.41 0.91 3.04  -1.3536
164 C 4.47 0.66 4.19  -0.4221
165 C 2.97 0.69 3.75  -0.3662
166 N 1.99 0.67 4.99  0.6348
167 C 2.12 -0.72 5.78  -1.0825
168 C 0.53 0.83 4.53  0.3915
169 C 0.10 2.24 5.03  -0.7087
170 C 0.79 2.41 6.38  -0.8294
171 C 2.18 1.78 6.02  -0.7348
172 H 5.46 1.98 2.86  0.3772
173 H 5.21 0.42 2.09  0.1392
174 H 6.43 0.56 3.14  0.4798
175 H 4.72 1.30 5.03  0.3583
176 H 4.66 -0.35 4.58  0.4001
177 H 2.74 -0.23 3.20  0.1086
178 H 2.66 1.51 3.10  0.4315
179 H 1.33 -0.67 6.53  0.5157
180 H 3.12 -0.66 6.21  0.4475
181 H 2.01 -1.59 5.13  0.2390
182 H -0.09 0.04 4.96  0.1714
183 H 0.43 0.81 3.45  -0.5351
184 H -0.98 2.38 4.99  0.4798
185 H 0.57 3.01 4.40  0.2645
186 H 0.32 1.87 7.20  0.3273
187 H 0.81 3.47 6.63  0.4061
188 H 2.83 1.48 6.84  0.4181
189 H 2.72 2.55 5.47  0.3881
190 As -4.13 -5.55 1.27  1.9199
191 F -5.29 -6.95 1.28  -0.4580
192 F -4.79 -5.21 -0.36  -0.5077
193 F -3.02 -4.16 1.19  -0.3487
194 F -3.49 -6.09 2.88  -0.5083
195 F -2.83 -6.58 0.53  -0.5046
196 F -5.39 -4.50 2.11  -0.5179
197 B 0.74 -0.07 0.34  0.2796
198 F 1.77 0.81 0.64  -0.3123
199 F -0.45 0.56 0.48  -0.1167
200 F 1.04 -0.67 -0.93  -0.2774
201 F 0.82 -1.03 1.33  -0.2586

**LUMO energy**: -9.22 eV
**Electronic energy**: -5850.3964 Ha
**Charge**: +5
**F_max**: 3.8 eV Å⁻¹
**HOMO-LUMO gap**: 10.25 eV



# 2
Computed, not measured: a cluster of 11 separate species, C56H126F8N11O16S8 in total at a distorted geometry, with ωB97M-V/def2-TZVPD.

Last column: Mulliken charge in e.
Geometry (Å):
1 C -2.16 -2.93 6.53  -1.4381
2 C -1.24 -1.78 6.17  0.1093
3 C -1.76 -1.10 4.90  -0.7070
4 N -1.01 0.11 4.41  0.8947
5 C 0.37 -0.33 4.03  -1.0430
6 C -1.75 0.61 3.20  -0.4542
7 C -1.27 2.06 3.10  -0.0867
8 C -1.16 2.53 4.53  -0.4843
9 C -1.01 1.26 5.41  -0.6623
10 H -2.19 -3.67 5.73  0.1192
11 H -3.19 -2.65 6.78  0.4310
12 H -1.84 -3.45 7.43  0.3969
13 H -0.32 -2.29 5.87  0.2578
14 H -1.07 -1.16 7.05  0.3628
15 H -2.81 -0.82 5.04  0.7429
16 H -1.81 -1.85 4.10  -0.1647
17 H 0.79 -0.74 4.95  0.6240
18 H 0.94 0.55 3.73  0.5572
19 H 0.31 -1.07 3.24  -0.2446
20 H -1.44 0.04 2.33  -0.0457
21 H -2.83 0.49 3.29  0.6157
22 H -0.44 2.20 2.41  -0.5976
23 H -2.09 2.54 2.56  0.4608
24 H -0.38 3.27 4.67  0.0582
25 H -2.06 3.04 4.88  0.3752
26 H -0.06 1.25 5.94  0.3465
27 H -1.83 1.09 6.09  0.4755
28 C 2.94 4.11 3.14  -1.0018
29 C 2.58 5.44 3.83  0.0892
30 C 3.03 5.50 5.29  -0.8164
31 N 2.77 6.86 5.96  0.5121
32 C 1.31 7.19 5.82  -1.2073
33 C 3.66 7.97 5.46  -0.6959
34 C 4.85 7.89 6.36  -0.5222
35 C 4.22 7.69 7.75  -0.6117
36 C 3.09 6.73 7.46  -0.5089
37 H 3.24 3.30 3.80  0.5414
38 H 3.80 4.24 2.48  0.3445
39 H 2.02 3.92 2.59  -0.1493
40 H 1.55 5.75 3.70  0.4393
41 H 3.11 6.27 3.35  -0.1022
42 H 4.12 5.45 5.34  0.1533
43 H 2.50 4.77 5.90  0.5246
44 H 1.11 7.53 4.81  0.4201
45 H 1.06 7.93 6.58  0.4831
46 H 0.64 6.35 6.00  0.4059
47 H 3.13 8.89 5.72  0.4498
48 H 3.72 7.91 4.38  0.2610
49 H 5.52 8.74 6.29  0.4472
50 H 5.44 6.98 6.23  0.2584
51 H 3.82 8.66 8.07  0.3179
52 H 4.98 7.44 8.48  0.3683
53 H 2.18 6.93 8.03  0.3594
54 H 3.41 5.72 7.72  0.2774
55 C 3.46 -6.41 -5.74  -1.4371
56 C 1.94 -6.48 -5.56  0.0440
57 C 1.29 -5.15 -5.87  -0.9040
58 N -0.15 -4.99 -5.43  0.7241
59 C -1.01 -6.00 -6.18  -0.9173
60 C -0.61 -3.57 -5.77  -1.0123
61 C -0.23 -2.74 -4.51  0.6311
62 C 0.14 -3.72 -3.43  1.2719
63 C -0.35 -5.06 -3.94  -0.9898
64 H 3.99 -7.25 -5.30  0.3951
65 H 3.80 -5.53 -5.19  0.3233
66 H 3.80 -6.16 -6.75  0.3761
67 H 1.77 -6.71 -4.50  0.1573
68 H 1.53 -7.31 -6.14  0.3821
69 H 1.26 -4.91 -6.93  0.5188
70 H 1.84 -4.32 -5.42  0.2764
71 H -0.75 -6.99 -5.81  0.3753
72 H -0.73 -5.88 -7.22  0.3465
73 H -2.06 -5.77 -5.99  0.3182
74 H -1.69 -3.55 -5.90  0.0981
75 H -0.10 -3.26 -6.68  0.4244
76 H -1.11 -2.12 -4.33  -0.2053
77 H 0.51 -2.01 -4.84  0.1108
78 H -0.39 -3.41 -2.52  -0.6213
79 H 1.19 -3.58 -3.18  -0.2071
80 H -1.42 -5.16 -3.75  -0.2510
81 H 0.16 -5.96 -3.60  0.5096
82 C -5.86 -2.56 2.16  -1.4562
83 C -5.30 -3.96 1.87  -0.4101
84 C -4.21 -3.87 0.81  -0.2247
85 N -4.07 -5.13 -0.04  0.7787
86 C -5.31 -5.33 -0.87  -1.2458
87 C -2.87 -5.04 -0.93  -0.2598
88 C -1.76 -5.75 -0.20  1.5302
89 C -2.36 -6.85 0.64  -0.8375
90 C -3.83 -6.37 0.82  -0.6328
91 H -5.01 -1.86 2.25  0.1804
92 H -6.46 -2.47 3.06  0.4393
93 H -6.46 -2.14 1.36  0.3910
94 H -6.15 -4.61 1.66  0.3541
95 H -4.91 -4.35 2.82  0.4302
96 H -3.23 -3.64 1.22  0.1720
97 H -4.45 -3.10 0.08  0.2832
98 H -6.17 -5.58 -0.25  0.4777
99 H -5.04 -6.17 -1.51  0.5928
100 H -5.52 -4.46 -1.49  0.2096
101 H -3.02 -5.43 -1.94  0.1075
102 H -2.65 -3.98 -1.08  -0.5927
103 H -1.03 -6.19 -0.90  0.5935
104 H -1.17 -5.08 0.43  -1.4159
105 H -2.45 -7.81 0.13  0.4137
106 H -1.87 -6.90 1.61  0.3775
107 H -4.58 -7.09 0.49  0.3805
108 H -4.14 -6.12 1.83  0.3625
109 C 2.32 -5.45 -0.28  -1.2556
110 C 3.00 -4.12 -0.59  0.8214
111 C 3.02 -3.28 0.69  -0.5551
112 N 3.69 -1.93 0.57  0.7924
113 C 3.33 -1.15 -0.69  -1.3673
114 C 5.23 -2.04 0.56  -0.8142
115 C 5.71 -0.68 1.17  -0.6214
116 C 4.52 -0.07 1.91  -0.5301
117 C 3.40 -1.09 1.77  0.1980
118 H 1.29 -5.26 0.05  0.0760
119 H 2.72 -6.03 0.55  0.5218
120 H 2.17 -6.10 -1.14  0.3819
121 H 2.54 -3.59 -1.42  -0.4417
122 H 4.02 -4.45 -0.81  0.2741
123 H 3.54 -3.85 1.45  0.6373
124 H 2.02 -3.02 1.01  -0.3010
125 H 2.25 -1.21 -0.77  0.0052
126 H 3.80 -1.65 -1.54  0.4912
127 H 3.74 -0.15 -0.59  0.6248
128 H 5.65 -2.24 -0.42  0.4790
129 H 5.39 -2.93 1.17  0.5197
130 H 5.97 -0.07 0.30  0.0224
131 H 6.64 -0.86 1.71  0.4484
132 H 4.32 0.94 1.54  0.1170
133 H 4.70 0.06 2.97  0.5799
134 H 2.38 -0.72 1.74  -0.7533
135 H 3.52 -1.79 2.60  0.7858
136 C 1.19 1.13 -5.49  -1.6935
137 C 2.09 1.71 -4.39  1.2460
138 C 3.43 2.16 -4.93  -0.8994
139 N 4.26 2.91 -3.91  0.3676
140 C 3.68 4.30 -3.78  -0.7802
141 C 4.44 2.25 -2.54  0.2593
142 C 5.90 2.51 -2.07  -0.5129
143 C 6.50 3.36 -3.18  -0.9578
144 C 5.70 2.96 -4.39  -0.5048
145 H 1.08 1.83 -6.32  0.4532
146 H 0.17 1.03 -5.10  0.3596
147 H 1.47 0.16 -5.91  0.3555
148 H 2.24 0.97 -3.61  -0.4087
149 H 1.52 2.51 -3.92  -0.0134
150 H 3.39 2.67 -5.89  0.3598
151 H 4.04 1.25 -4.99  0.4021
152 H 3.61 4.69 -4.79  0.2439
153 H 4.34 4.97 -3.24  0.4051
154 H 2.76 4.09 -3.24  0.1888
155 H 3.61 2.58 -1.92  -0.1224
156 H 4.37 1.19 -2.79  0.0771
157 H 5.86 3.00 -1.09  0.2999
158 H 6.29 1.51 -1.89  0.4036
159 H 6.29 4.42 -3.01  0.2410
160 H 7.57 3.17 -3.25  0.5350
161 H 5.82 3.74 -5.15  0.3929
162 H 5.97 1.93 -4.63  0.4075
163 C -8.40 5.48 -2.01  -1.2755
164 C -6.99 5.07 -1.54  -0.3548
165 C -6.27 4.15 -2.51  -0.4641
166 N -4.76 4.02 -2.26  0.3619
167 C -3.96 5.27 -2.51  -0.9028
168 C -4.21 2.83 -3.04  -1.2623
169 C -4.45 1.56 -2.22  0.8450
170 C -4.78 2.04 -0.82  0.1523
171 C -4.49 3.57 -0.84  -0.9437
172 H -8.42 6.47 -2.47  0.3428
173 H -9.07 5.40 -1.16  0.3306
174 H -8.77 4.83 -2.81  0.3689
175 H -7.04 4.67 -0.53  0.3840
176 H -6.43 5.99 -1.38  0.2144
177 H -6.31 4.39 -3.57  0.3652
178 H -6.55 3.11 -2.32  0.3562
179 H -4.42 6.05 -1.92  0.3343
180 H -3.98 5.43 -3.59  0.3319
181 H -2.93 5.09 -2.23  0.3821
182 H -3.13 3.00 -3.01  0.3797
183 H -4.53 2.97 -4.07  0.4653
184 H -3.49 1.04 -2.30  -0.5542
185 H -5.19 0.92 -2.70  0.2484
186 H -4.05 1.65 -0.10  -0.2215
187 H -5.78 1.77 -0.49  0.4132
188 H -3.45 3.62 -0.54  0.3699
189 H -5.11 4.16 -0.17  0.2931
190 N 2.20 6.60 -1.24  -0.5337
191 S 3.73 6.73 -0.58  0.9048
192 O 4.68 5.82 -1.18  -0.5631
193 O 3.83 6.99 0.83  -0.4896
194 F 4.14 8.11 -1.24  -0.2818
195 S 1.67 5.37 -0.44  0.9032
196 O 1.19 5.59 0.89  -0.4815
197 O 2.33 4.12 -0.68  -0.0720
198 F 0.29 5.17 -1.27  -0.3767
199 N -3.65 -3.51 -3.48  0.2605
200 S -4.11 -2.10 -3.86  0.6906
201 O -5.48 -1.74 -3.66  -0.6557
202 O -3.39 -1.50 -4.96  -0.6743
203 F -3.36 -1.40 -2.59  -0.0170
204 S -4.67 -4.34 -4.52  1.0636
205 O -4.57 -4.13 -5.92  -0.6007
206 O -5.96 -4.65 -3.97  -0.6025
207 F -3.90 -5.71 -4.28  -0.2727
208 N 0.30 -0.01 0.59  0.5768
209 S 0.40 1.30 -0.24  -0.3168
210 O -0.71 2.21 -0.30  -0.4965
211 O 1.28 1.15 -1.38  0.0517
212 F 1.30 2.03 0.88  -0.1746
213 S -0.86 -0.79 -0.36  -0.4944
214 O -0.49 -1.16 -1.70  -0.1065
215 O -2.19 -0.30 -0.14  0.0027
216 F -0.82 -2.14 0.46  -0.2474
217 N 0.47 -4.29 4.30  -0.2312
218 S 0.17 -5.60 5.16  1.0462
219 O 1.14 -6.65 4.93  -0.6269
220 O -1.18 -5.91 5.55  -0.5516
221 F 0.70 -5.03 6.58  -0.3220
222 S -0.55 -4.72 3.02  1.1667
223 O -1.88 -4.16 3.08  -0.4541
224 O -0.36 -5.98 2.38  -0.7291
225 F 0.14 -3.68 1.97  -0.1700

**LUMO energy**: -5.17 eV
**Electronic energy**: -7998.9365 Ha
**Charge**: +3
**F_max**: 6.6 eV Å⁻¹
**HOMO-LUMO gap**: 9.05 eV



What is the charge in the first record?
+5